# 1
The following is a quantum chemistry calculation of 10 unconnected molecules or ions with the total composition C44H105N3O10, from OMol25.

Calculated values
* SMILES: CC1(C)CCCC(C)(C)N1O.CC1(C)CCCC(C)(C)N1O.CC1(C)CCCC(C)(C)N1O.CC(C)O.CC(C)O.CC(C)O.CCO.CCO.CCO.CCO
* energy relative to the best compared isomer or geometry (same formula, charge and spin): 0.000 eV
* LUMO energy: 0.019 Eh
* HOMO-LUMO gap: 8.73 eV

Each line ends with the Mulliken charge.
Atoms and positions in Å:
C  12.025  11.545  17.179  -0.740
C  10.908  12.542  17.216  2.474
C  10.709  13.171  15.847  -2.043
C  10.014  12.272  14.813  0.194
C  8.643  11.874  15.425  -1.707
C  8.800  11.116  16.732  1.393
N  9.657  11.909  17.615  0.393
O  9.777  11.139  18.857  -0.529
C  7.364  11.079  17.333  -1.786
C  9.321  9.708  16.506  -1.592
C  11.124  13.709  18.172  -2.368
H  11.698  10.826  16.436  0.095
H  12.158  11.001  18.096  0.221
H  12.932  12.066  16.852  -0.269
H  10.078  14.086  15.881  0.250
H  11.698  13.430  15.619  0.827
H  10.570  11.354  14.592  0.282
H  9.867  12.826  13.897  -0.212
H  8.066  11.256  14.766  0.598
H  8.020  12.718  15.675  0.350
H  6.707  10.723  16.491  0.341
H  7.329  10.331  18.149  0.368
H  7.096  12.094  17.669  0.430
H  10.114  9.745  15.750  0.411
H  9.727  9.088  17.352  0.229
H  8.506  9.205  16.051  0.481
H  11.796  14.414  17.700  0.356
H  11.492  13.411  19.144  0.489
H  10.128  14.102  18.342  0.561
H  9.526  11.872  19.449  0.358
C  20.318  12.717  13.929  -2.166
C  20.407  12.693  12.331  1.682
C  21.387  11.562  11.897  -1.118
C  21.274  11.116  10.436  -0.751
C  19.777  10.803  10.162  -1.150
C  18.873  12.036  10.342  1.775
N  19.057  12.353  11.784  1.218
O  18.129  13.400  12.114  -0.569
C  19.141  13.008  9.218  -1.698
C  17.429  11.514  10.186  -2.016
C  20.960  14.061  11.873  -1.813
H  21.356  12.551  14.336  0.394
H  19.727  11.867  14.200  0.461
H  19.939  13.682  14.233  0.472
H  22.406  11.988  12.094  0.397
H  21.291  10.602  12.454  0.323
H  21.823  10.095  10.288  0.354
H  21.670  11.798  9.710  0.395
H  19.476  10.024  10.874  0.264
H  19.556  10.385  9.205  0.619
H  19.168  12.446  8.283  0.460
H  18.394  13.785  8.974  0.240
H  20.142  13.506  9.315  0.269
H  17.401  11.099  9.199  0.714
H  17.161  10.774  10.954  -0.017
H  16.706  12.354  10.184  -0.041
H  21.605  13.886  11.011  0.420
H  21.574  14.532  12.603  0.467
H  20.196  14.747  11.509  0.191
H  17.497  12.943  12.640  0.227
C  10.213  15.972  10.509  -1.624
C  11.008  14.640  10.297  1.496
C  11.024  14.342  8.810  -1.700
C  12.145  15.088  8.076  -0.745
C  13.389  14.604  8.715  -0.990
C  13.540  15.053  10.161  1.786
N  12.361  14.556  10.948  1.717
O  12.292  15.000  12.278  -0.641
C  14.728  14.539  10.824  -1.370
C  13.522  16.592  10.206  -1.948
C  10.196  13.518  11.026  -1.288
H  9.207  15.971  10.043  0.413
H  10.750  16.849  10.113  0.319
H  10.053  16.219  11.583  0.381
H  11.104  13.306  8.766  0.599
H  9.988  14.506  8.436  0.389
H  12.058  16.173  8.054  0.486
H  12.077  14.701  7.073  0.436
H  14.265  14.919  8.144  0.518
H  13.386  13.491  8.724  -0.039
H  14.900  13.443  10.678  -0.770
H  15.614  15.042  10.385  0.588
H  14.707  14.878  11.857  0.337
H  13.762  16.923  11.209  0.443
H  14.320  16.946  9.586  0.455
H  12.557  16.968  9.890  0.314
H  10.431  12.544  10.601  0.217
H  9.100  13.680  10.912  0.534
H  10.491  13.443  12.083  -0.280
H  12.157  15.989  12.300  0.309
C  14.616  14.455  19.425  -1.249
C  15.550  13.308  19.596  0.849
C  15.085  12.467  20.807  -1.453
O  15.495  12.451  18.408  0.235
H  14.669  15.089  20.365  0.414
H  13.580  14.091  19.265  -0.091
H  14.847  15.039  18.568  0.404
H  16.599  13.699  19.741  0.086
H  15.080  13.070  21.728  0.481
H  15.842  11.700  20.883  0.275
H  14.146  12.015  20.667  0.223
H  16.405  12.150  18.210  0.189
C  20.059  13.168  18.118  -1.326
C  19.546  11.839  18.706  0.751
C  19.886  11.764  20.146  -1.466
O  18.155  11.598  18.429  -0.475
H  19.547  14.013  18.567  0.354
H  19.888  13.136  17.015  0.111
H  21.143  13.257  18.319  0.431
H  20.101  11.081  18.108  0.212
H  19.727  10.778  20.579  0.301
H  19.438  12.571  20.694  0.291
H  20.972  11.869  20.265  0.445
H  18.062  10.673  18.143  0.145
C  13.829  9.400  10.771  -1.629
C  13.507  10.839  10.288  1.249
C  12.197  10.744  9.415  -1.578
O  13.319  11.704  11.418  -0.232
H  12.917  8.872  11.071  0.456
H  14.535  9.327  11.653  0.144
H  14.158  8.737  9.923  0.394
H  14.258  11.288  9.689  0.055
H  11.910  11.753  9.024  0.170
H  11.353  10.200  9.897  0.362
H  12.356  10.087  8.564  0.560
H  12.918  12.549  11.247  -0.225
C  13.728  7.690  18.553  -1.401
C  14.016  9.014  19.162  -0.008
O  14.983  9.716  18.383  -0.406
H  14.695  7.201  18.409  0.270
H  13.353  7.732  17.539  0.301
H  13.102  7.060  19.157  0.410
H  14.406  8.819  20.174  0.256
H  13.151  9.651  19.211  0.289
H  14.855  10.682  18.493  0.077
C  19.021  7.149  18.360  -1.392
C  18.010  8.159  18.831  0.048
O  17.589  9.003  17.799  -0.239
H  18.669  6.558  17.567  0.345
H  19.306  6.586  19.289  0.389
H  19.964  7.638  17.999  0.258
H  18.425  8.741  19.718  0.055
H  17.171  7.690  19.324  0.278
H  16.652  9.234  17.964  0.448
C  15.151  13.125  15.337  -1.167
C  14.709  12.315  14.149  0.762
O  15.842  12.189  13.219  0.512
H  15.661  13.977  14.905  0.434
H  15.791  12.633  16.081  0.017
H  14.242  13.425  15.878  0.222
H  13.907  12.805  13.602  -0.518
H  14.423  11.295  14.430  0.303
H  15.372  12.053  12.385  -0.421
C  17.205  7.937  13.172  -1.279
C  17.613  8.910  14.253  0.943
O  18.862  9.503  13.895  -0.580
H  17.094  8.480  12.205  0.234
H  16.284  7.395  13.433  0.396
H  18.077  7.248  13.096  0.324
H  17.840  8.451  15.231  -0.040
H  16.797  9.639  14.379  -0.293
H  18.819  9.869  12.946  0.112


# 2
The following is a quantum chemistry calculation of 13 unconnected molecules or ions with the total composition C44H120N6O14, from OMol25.

Calculated values
* multiplicity: 2
* LUMO energy (alpha / beta): -0.099 / -0.309 Eh
* HOMO-LUMO gap (alpha / beta): 7.74 / 2.01 eV
* charge: +1

Each line ends with the Löwdin spin population.
Atoms and positions in Å:
C  -4.591  -3.412  -1.854  0.000
C  -4.796  -1.888  -1.939  0.000
C  -6.179  -1.427  -2.425  0.000
O  -6.261  -1.444  -3.859  0.000
C  -7.382  -0.770  -4.509  0.000
N  -4.593  -1.156  -0.726  0.000
H  -5.203  -3.941  -1.125  0.000
H  -3.534  -3.617  -1.683  0.000
H  -4.789  -3.844  -2.835  0.000
H  -4.078  -1.377  -2.581  0.000
H  -6.409  -0.476  -1.945  0.000
H  -7.020  -2.008  -2.046  0.000
H  -7.221  -0.854  -5.584  0.000
H  -7.526  0.285  -4.278  0.000
H  -8.268  -1.200  -4.041  0.000
H  -4.943  -1.457  0.173  0.000
H  -4.787  -0.165  -0.741  0.000
C  1.748  -7.129  0.814  0.000
C  1.049  -6.156  -0.080  0.000
C  1.550  -4.720  -0.271  0.000
O  1.438  -3.935  0.857  0.000
C  2.416  -2.915  0.931  0.000
N  1.125  -6.797  -1.358  0.000
H  1.899  -6.719  1.812  0.000
H  2.703  -7.566  0.523  0.000
H  1.138  -8.011  1.009  0.000
H  -0.009  -6.203  0.180  0.000
H  1.072  -4.151  -1.069  0.000
H  2.569  -4.847  -0.637  0.000
H  3.287  -3.012  0.284  0.000
H  2.666  -2.663  1.962  0.000
H  2.021  -1.985  0.521  0.000
H  0.545  -6.341  -2.048  0.000
H  0.821  -7.752  -1.233  0.000
C  0.737  0.747  1.511  0.000
C  -0.683  0.793  1.035  0.000
C  -1.225  -0.378  0.165  0.000
O  -0.214  -0.588  -0.893  0.000
C  -0.581  -1.134  -2.107  0.000
N  -1.507  0.851  2.233  0.000
H  1.421  1.247  0.826  0.000
H  1.079  -0.288  1.520  0.000
H  0.814  1.359  2.410  0.000
H  -0.749  1.730  0.484  0.000
H  -2.108  -0.014  -0.360  0.000
H  -1.558  -1.270  0.695  0.000
H  -1.260  -0.464  -2.634  0.000
H  -1.098  -2.075  -1.921  0.000
H  0.253  -1.357  -2.772  0.000
H  -2.327  0.398  1.855  0.000
H  -1.222  0.247  2.990  0.000
C  6.095  -3.011  -4.933  0.014
C  4.572  -2.800  -4.862  0.114
C  3.779  -4.219  -4.853  0.125
O  2.594  -3.987  -5.535  0.253
C  1.508  -3.743  -4.709  0.032
N  4.242  -1.896  -3.748  0.373
H  6.315  -3.818  -4.234  0.001
H  6.891  -2.280  -4.792  0.003
H  6.516  -3.522  -5.799  0.000
H  4.366  -2.359  -5.837  0.005
H  3.693  -4.627  -3.846  0.002
H  4.383  -4.946  -5.396  0.023
H  1.005  -2.938  -5.244  0.006
H  1.689  -3.344  -3.711  0.004
H  0.847  -4.609  -4.733  0.019
H  3.235  -1.821  -3.762  0.009
H  4.549  -2.228  -2.844  0.013
C  0.578  1.916  5.889  0.000
C  0.433  0.367  5.819  0.000
C  1.258  -0.429  6.839  0.000
O  2.661  0.010  6.764  0.000
C  3.413  -0.717  7.731  0.000
N  -0.959  0.155  5.964  0.000
H  -0.046  2.364  5.115  0.000
H  1.623  2.202  5.765  0.000
H  0.258  2.476  6.768  0.000
H  0.568  -0.024  4.810  0.000
H  1.139  -1.492  6.633  0.000
H  0.723  -0.326  7.783  0.000
H  4.433  -0.386  7.536  0.000
H  3.472  -1.803  7.665  0.000
H  3.251  -0.218  8.687  0.000
H  -1.418  1.006  5.674  0.000
H  -1.276  0.006  6.912  0.000
C  0.652  4.209  2.342  0.000
C  0.286  5.695  2.731  0.000
C  -0.462  5.938  4.016  0.000
O  -0.779  7.362  3.873  0.000
C  -1.502  7.884  4.920  0.000
N  1.607  6.322  2.686  0.000
H  -0.181  3.617  1.965  0.000
H  0.759  3.575  3.222  0.000
H  1.441  4.116  1.595  0.000
H  -0.331  6.068  1.914  0.000
H  0.026  5.682  4.957  0.000
H  -1.386  5.375  3.888  0.000
H  -2.383  7.247  4.999  0.000
H  -2.044  8.793  4.657  0.000
H  -1.010  7.949  5.890  0.000
H  1.451  7.231  3.097  0.000
H  2.138  5.821  3.383  0.000
C  0.949  1.596  -5.184  0.000
C  0.663  2.862  -6.008  0.000
C  1.166  2.847  -7.448  0.000
O  -0.676  3.194  -6.027  0.000
H  1.044  0.722  -5.829  0.000
H  0.352  1.266  -4.334  0.000
H  1.969  1.533  -4.806  0.000
H  1.264  3.589  -5.461  0.000
H  2.250  2.735  -7.442  0.000
H  0.820  3.783  -7.887  0.000
H  0.759  1.997  -7.995  0.000
H  -0.965  3.331  -5.122  0.000
C  -3.872  0.761  -6.995  0.000
C  -2.974  -0.275  -6.252  0.000
C  -3.633  -1.664  -6.304  0.000
O  -1.775  -0.296  -7.030  0.000
H  -3.291  1.640  -7.273  0.000
H  -4.614  1.129  -6.286  0.000
H  -4.308  0.354  -7.906  0.000
H  -2.801  -0.165  -5.182  0.000
H  -3.839  -2.100  -7.281  0.000
H  -4.560  -1.635  -5.731  0.000
H  -3.018  -2.396  -5.780  0.000
H  -1.307  0.537  -7.122  0.000
C  -1.403  4.741  -0.985  0.000
C  -1.836  3.617  -1.965  0.000
C  -3.333  3.339  -1.763  0.000
O  -1.453  3.991  -3.289  0.000
H  -1.953  5.648  -1.237  0.000
H  -0.321  4.860  -0.918  0.000
H  -1.580  4.361  0.021  0.000
H  -1.126  2.854  -1.646  0.000
H  -3.656  2.306  -1.888  0.000
H  -3.941  3.891  -2.481  0.000
H  -3.797  3.506  -0.791  0.000
H  -1.664  4.927  -3.267  0.000
C  2.620  1.056  -1.356  0.001
C  3.624  2.226  -1.337  0.000
C  3.407  3.261  -0.250  0.000
O  4.890  1.687  -1.036  0.000
H  2.691  0.276  -0.599  0.000
H  2.793  0.414  -2.219  0.000
H  1.629  1.485  -1.213  0.000
H  3.630  2.795  -2.267  0.000
H  3.263  2.981  0.794  0.000
H  2.571  3.833  -0.653  0.000
H  4.276  3.914  -0.321  0.000
H  5.003  1.013  -1.711  0.000
C  6.076  -0.541  4.407  0.000
C  5.425  0.759  3.993  0.000
C  4.257  0.432  2.952  0.000
O  4.949  1.337  5.123  0.000
H  5.592  -1.156  5.166  0.000
H  7.069  -0.290  4.778  0.000
H  6.331  -1.190  3.569  0.000
H  6.141  1.398  3.476  0.000
H  3.684  -0.431  3.289  0.000
H  4.683  0.111  2.002  0.000
H  3.640  1.293  2.694  0.000
H  4.158  0.848  5.362  0.000
C  -0.856  -2.854  3.448  0.000
C  -0.321  -4.153  3.975  0.000
C  -1.230  -5.316  3.480  0.000
O  1.028  -4.545  3.558  0.000
H  -1.873  -2.732  3.820  0.000
H  -0.821  -2.891  2.359  0.000
H  -0.362  -1.925  3.733  0.000
H  -0.331  -4.150  5.065  0.000
H  -2.256  -5.157  3.809  0.000
H  -0.989  -6.259  3.971  0.000
H  -1.119  -5.520  2.415  0.000
H  0.956  -4.318  2.629  0.000
C  -4.108  2.519  3.721  0.000
C  -4.818  1.196  4.079  0.000
O  -4.409  0.070  3.298  0.000
O  -2.797  2.596  4.140  0.000
H  -4.741  3.282  4.173  0.000
H  -4.000  2.574  2.637  0.000
H  -5.881  1.410  3.978  0.000
H  -4.658  1.059  5.149  0.000
H  -4.920  0.112  2.486  0.000
H  -2.347  2.104  3.450  0.000


| no. | calculated total energy (Eh) |
| --- | --- |
| 1 | -2655.908960 |
| 2 | -3129.607619 |